The following is a quantum chemistry calculation of an isolated ion of composition C6H5N2O and charge +1, from the OMol25 dataset.

Its total charge is +1. The total energy comes out at -11322.0172 eV. The value obtained for the energy relative to the best compared isomer or geometry (same formula, charge and spin) is 0.108 eV. For the orbital gap, the calculation gives 9.704 eV.

The geometry in XYZ format:
```
14
C6H5N2O, DFT ωB97M-V/def2-TZVPD
C -0.7355 1.1681 -0.0602
H -2.4670 -1.8030 0.0282
C -1.5920 -1.0654 -0.0065
H -0.9831 2.2742 -0.1450
H -0.2867 -2.7130 -0.2257
C -1.8319 0.3155 0.1414
H 2.0251 2.0120 0.2790
C 2.6802 0.2752 0.0404
C 0.4764 0.5111 -0.0898
H -2.8917 0.7712 0.2056
O 3.4900 -0.5054 0.0728
N 0.6888 -0.7804 0.0094
C -0.3246 -1.6007 -0.1235
N 1.7520 1.1406 -0.1262
```

Atomic partial charges in e from the Löwdin method, atoms 1 to 5: 0.02, 0.15, -0.05, 0.15, 0.15